(1)
Here is a molecular structure, C30H23BrN2RhS2Si from the Open Molecules 2025 dataset. Energies are from wB97M-V/def2-TZVPD.

As for the expectation value of S²: 6.03. For the orbital gap (alpha / beta), the calculation gives 0.25715 / 0.18143 Eh. Its total charge is +1. As for the spin multiplicity: 5. For the LUMO energy (alpha / beta), the calculation gives -2.9 / -6.2 eV.

Cartesian coordinates (Å):
Rh1 0.23540 -0.87620 -1.00849
S1 1.90727 -0.86161 -2.98175
C1 2.70547 -1.79103 -1.81100
N1 2.07555 -2.00205 -0.66380
C2 2.80089 -2.77100 0.19397
C3 2.41328 -3.16426 1.48088
C4 3.26591 -3.96254 2.20334
C5 4.50505 -4.36075 1.67535
C6 4.91530 -3.96482 0.41777
C7 4.05497 -3.16980 -0.32779
S2 4.26567 -2.54495 -1.93492
H1 1.46875 -2.82326 1.87987
H2 2.97973 -4.28584 3.19475
H3 5.15484 -4.98762 2.27092
H4 5.87854 -4.26112 0.02530
C8 1.78690 5.07409 -1.78200
C9 1.05139 5.14191 -0.60720
C10 0.46254 3.99874 -0.08586
C11 0.60169 2.77513 -0.73929
C12 1.34049 2.71845 -1.91720
C13 1.93416 3.86173 -2.43795
Si1 -0.25288 1.24255 0.00608
C14 0.31357 1.13026 1.82297
C15 1.54793 0.56038 2.13773
C16 1.97778 0.48788 3.45502
C17 1.17381 0.98273 4.47241
C18 -0.05640 1.54831 4.17173
C19 -0.48919 1.61713 2.85317
C20 -2.13350 1.44850 -0.07005
C21 -2.72284 2.33966 -0.96910
C22 -4.10374 2.43195 -1.06875
C23 -4.91656 1.63075 -0.27967
C24 -4.34408 0.74932 0.62896
C25 -2.96472 0.65937 0.73035
H5 2.24834 5.96637 -2.18494
H6 0.93801 6.08753 -0.09223
H7 -0.09997 4.06364 0.83929
H8 1.45949 1.77840 -2.44007
H9 2.50630 3.80300 -3.35554
H10 2.18758 0.18644 1.34314
H11 2.94126 0.04989 3.68651
H12 1.50969 0.93280 5.50018
H13 -0.68337 1.93692 4.96443
H14 -1.45546 2.05599 2.63140
H15 -2.09837 2.97686 -1.58555
H16 -4.54891 3.13637 -1.76026
H17 -5.99352 1.70063 -0.36274
H18 -4.97432 0.14124 1.26662
H19 -2.52955 -0.00268 1.46911
Br1 -1.37521 -2.68297 0.69498
C26 -2.13766 -2.64206 -1.03447
C27 -3.36821 -3.20091 -1.29940
C28 -3.83461 -3.12582 -2.60406
C29 -3.04530 -2.51986 -3.57057
C30 -1.82437 -1.99108 -3.20360
N2 -1.37564 -2.03728 -1.94379
H20 -3.93516 -3.67689 -0.51311
H21 -4.80043 -3.53961 -2.85944
H22 -3.37173 -2.45392 -4.59827
H23 -1.17186 -1.51499 -3.92339

(2)
Here is a molecular structure, C30H34MnN3O5PS2 from the Open Molecules 2025 dataset. Energies are from wB97M-V/def2-TZVPD.

As for the expectation value of S²: 0.77. For the orbital gap (alpha / beta), the calculation gives 0.25233 / 0.24313 Eh. Its total charge is 0. As for the spin multiplicity: 2. For the LUMO energy (alpha / beta), the calculation gives -0.2 / -0.3 eV.

Cartesian coordinates (Å):
Mn1 0.89720 1.24345 0.09013
C1 2.11669 3.26234 -3.53358
C2 1.26649 4.35588 -3.54846
C3 0.36276 4.52445 -2.51305
C4 0.33595 3.59413 -1.48619
N1 1.16660 2.53617 -1.47818
C5 2.03155 2.37385 -2.47580
C6 -0.59680 3.65395 -0.33520
C7 -1.56161 4.61881 -0.11467
C8 -2.36565 4.50547 1.01351
C9 -2.21101 3.43166 1.86817
C10 -1.23400 2.48863 1.57652
N2 -0.44323 2.63637 0.51804
C11 -0.95706 1.25074 2.33785
C12 -1.74163 0.80503 3.38854
C13 -1.40217 -0.37665 4.02250
C14 -0.28926 -1.07668 3.58772
C15 0.43076 -0.58004 2.51516
N3 0.10606 0.55335 1.89782
H1 2.83279 3.09360 -4.32485
H2 1.30130 5.06901 -4.36128
H3 -0.31792 5.36337 -2.50764
H4 2.65529 1.49099 -2.41054
H5 -1.69877 5.43847 -0.80469
H6 -3.12652 5.24825 1.21040
H7 -2.85079 3.31509 2.73005
H8 -2.62309 1.35664 3.68008
H9 -2.00775 -0.75203 4.83648
H10 0.01178 -2.00523 4.05222
H11 1.28929 -1.10871 2.11917
C16 4.22047 -4.64424 -0.85263
O1 4.96379 -3.89842 0.09674
C17 4.54817 -2.64026 0.36533
C18 5.31838 -1.95202 1.33171
C19 4.96243 -0.68243 1.67077
C20 3.83983 -0.02412 1.10835
C21 3.51887 1.33237 1.46669
C22 4.46118 2.15897 2.30931
O2 2.49184 1.92456 1.09210
C23 3.07201 -0.72126 0.11901
O3 2.04817 -0.23283 -0.48239
C24 3.46669 -2.04191 -0.23036
H12 4.70072 -5.61652 -0.91385
H13 4.24011 -4.16360 -1.83321
H14 3.18343 -4.76627 -0.53185
H15 6.16866 -2.44851 1.77679
H16 5.56565 -0.16797 2.40546
H17 4.94963 1.59650 3.09987
H18 3.89796 2.98214 2.74177
H19 5.23794 2.57444 1.66331
H20 2.85775 -2.53603 -0.97312
C25 -5.21422 -0.43322 -2.76408
C26 -3.76774 -0.87814 -2.67808
C27 -3.46113 -2.06740 -3.56494
O4 -3.47504 -1.28504 -1.32577
P1 -2.67484 -0.32622 -0.30802
S1 -3.67802 1.26158 0.23129
S2 -0.86583 -0.07303 -1.13044
O5 -2.58488 -1.28865 0.97446
C28 -2.29663 -2.70138 1.04619
C29 -1.17667 -3.16215 0.13044
C30 -3.57624 -3.49612 0.85268
H21 -5.44480 -0.11126 -3.78158
H22 -5.39949 0.39149 -2.07802
H23 -5.87719 -1.26029 -2.50154
H24 -3.09957 -0.05227 -2.93701
H25 -4.08270 -2.91914 -3.28099
H26 -2.41238 -2.35041 -3.47191
H27 -3.66520 -1.82273 -4.60874
H28 -1.96460 -2.82319 2.08119
H29 -1.46384 -3.07898 -0.91738
H30 -0.96199 -4.21015 0.35351
H31 -0.27159 -2.57214 0.27480
H32 -3.92543 -3.41373 -0.17512
H33 -4.35657 -3.12240 1.51561
H34 -3.39435 -4.54794 1.08342

(3)
Here is a single C7H8INO molecule from the Open Molecules 2025 dataset. Energies are from wB97M-V/def2-TZVPD.

For the orbital gap, the calculation gives 0.28630 Eh. Its total charge is 0. For the LUMO energy, the calculation gives -0.4 eV.

Cartesian coordinates (Å):
C1 -0.48820 -0.18575 -2.72706
C2 -0.13870 0.95471 -2.04064
C3 -0.31059 -1.46495 -2.02432
C4 0.45016 0.92585 -0.80793
C5 0.09786 -1.48050 -0.71514
C6 0.47889 -0.27345 -0.07908
C7 -0.55511 0.77757 2.89886
N1 0.73874 -0.31883 1.32660
O1 0.48655 0.86997 1.88645
I1 2.50791 -1.22749 2.01573
H1 -1.02676 -0.35001 -3.68475
H2 -0.23131 1.98051 -2.47953
H3 -0.65634 -2.38215 -2.54594
H4 0.70538 1.93759 -0.30321
H5 0.22824 -2.34412 -0.12220
H6 -0.96783 1.79179 2.89881
H7 -0.13728 0.78674 3.92890
H8 -1.18160 0.00252 2.57445

Number 1: M 686.56 g/mol, largest force on an atom 1.5 eV Å⁻¹. Number 2: M 666.66 g/mol, largest force on an atom 1.1 eV Å⁻¹. Number 3: M 249.05 g/mol, largest force on an atom 3.5 eV Å⁻¹.